19
Properties=species:S:1:pos:R:3 method="wB97M-V/def2-TZVPD" largest_force_ev_per_a=0.31 e_homo_ev=-9.8 multiplicity=1 charge=0 smiles=CCOCCOC e_above_lowest_ev=1.618 gap_ev=10.885 lumo_energy_ev=1.116
C 3.2231 0.7726 -0.4085
C 2.3056 -0.4050 -0.1439
O 0.9932 -0.0131 -0.4938
C -0.0093 -0.5520 0.3298
C -1.3373 -0.0301 -0.1818
O -2.3336 -0.4056 0.7346
C -3.6017 0.0656 0.3605
H 2.9416 1.6184 0.2257
H 3.1401 1.0946 -1.4498
H 4.2656 0.5150 -0.2048
H 2.3466 -0.6866 0.9199
H 2.6093 -1.2870 -0.7327
H -0.0055 -1.6537 0.3253
H 0.1254 -0.2247 1.3719
H -1.2766 1.0658 -0.2834
H -1.5432 -0.4411 -1.1822
H -3.9258 -0.3565 -0.6052
H -3.6112 1.1649 0.2801
H -4.3062 -0.2414 1.1380